(1)
{
  "formula": "C40H112N8O12",
  "method": "wB97M-V/def2-TZVPD",
  "e_tot_ha": -2931.90365,
  "smiles": "COC[C@H](C)N.COC[C@H](C)N.COC[C@H](C)N.COC[C@H](C)N.COC[C@H](C)N.COC[C@H](C)N.COC[C@H](C)N.COC[C@H](C)N.CCO.CCO.CCO.CCO",
  "e_above_lowest_kj_mol": 121.01,
  "homo_lumo_gap_ev": 9.1,
  "homo_ev": -8.83,
  "e_lumo_ev": 0.259,
  "elements": ["O", "O", "O", "O", "O", "O", "O", "O", "O", "O", "O", "O", "N", "N", "N", "N", "N", "N", "N", "N", "C", "C", "C", "C", "C", "C", "C", "C", "C", "C", "C", "C", "C", "C", "C", "C", "C", "C", "C", "C", "C", "C", "C", "C", "C", "C", "C", "C", "C", "C", "C", "C", "C", "C", "C", "C", "C", "C", "C", "C", "H", "H", "H", "H", "H", "H", "H", "H", "H", "H", "H", "H", "H", "H", "H", "H", "H", "H", "H", "H", "H", "H", "H", "H", "H", "H", "H", "H", "H", "H", "H", "H", "H", "H", "H", "H", "H", "H", "H", "H", "H", "H", "H", "H", "H", "H", "H", "H", "H", "H", "H", "H", "H", "H", "H", "H", "H", "H", "H", "H", "H", "H", "H", "H", "H", "H", "H", "H", "H", "H", "H", "H", "H", "H", "H", "H", "H", "H", "H", "H", "H", "H", "H", "H", "H", "H", "H", "H", "H", "H", "H", "H", "H", "H", "H", "H", "H", "H", "H", "H", "H", "H", "H", "H", "H", "H", "H", "H", "H", "H", "H", "H"],
  "positions_angstrom": [[11.8549, 13.4348, 16.0552], [10.8575, 13.4808, 8.8585], [7.7355, 15.9216, 17.3204], [14.1415, 12.7748, 22.0260], [8.3436, 14.0402, 23.7411], [15.2666, 11.7271, 15.4531], [8.6446, 21.2038, 19.8627], [7.9292, 9.9013, 9.9114], [8.9472, 11.4317, 18.5098], [10.8261, 18.4217, 13.7977], [13.9177, 19.6784, 18.7992], [16.0236, 18.1538, 15.1837], [10.7261, 15.4292, 18.0619], [15.7874, 11.2426, 19.9863], [10.7929, 19.1709, 17.7863], [10.0609, 8.1986, 12.3670], [6.6080, 12.9574, 17.7893], [13.6277, 13.8616, 8.2953], [17.2192, 9.6936, 16.3901], [13.8059, 21.0625, 16.2345], [12.6347, 17.2796, 13.0262], [9.0574, 9.1597, 11.9706], [14.2834, 14.1771, 21.8223], [16.8815, 10.0363, 15.0457], [7.3810, 16.4685, 16.0359], [14.9290, 13.0953, 15.4833], [8.6616, 22.4833, 20.4633], [9.7515, 19.3778, 18.7402], [7.8565, 17.9091, 15.7016], [13.5846, 12.0957, 20.9294], [9.7879, 20.8718, 19.0430], [15.7701, 9.0419, 14.6147], [14.5805, 21.5536, 17.4182], [15.0192, 20.4703, 18.4476], [13.0706, 14.9841, 18.1793], [7.0087, 12.3515, 15.4722], [8.9840, 9.0680, 10.4682], [8.9847, 14.9649, 22.9009], [11.6940, 12.6897, 14.8876], [11.9110, 15.5137, 17.2949], [16.4571, 11.4519, 14.7446], [13.6875, 11.2428, 18.6199], [8.7468, 11.8101, 17.2092], [14.5080, 11.9817, 19.7203], [9.3626, 14.3643, 21.5362], [13.7099, 22.5715, 18.1568], [13.1111, 13.2814, 9.5011], [14.2857, 18.7872, 19.8057], [11.9532, 14.8047, 15.8928], [7.8280, 9.8068, 8.5081], [9.5828, 12.9649, 8.7450], [16.3813, 16.6257, 17.1293], [12.2282, 18.2067, 14.1407], [12.9957, 14.1910, 10.7330], [15.4467, 17.3308, 16.2152], [7.2325, 11.9501, 16.9749], [11.8167, 12.5150, 9.1866], [9.8309, 18.4522, 19.9931], [10.3000, 11.4491, 18.9397], [9.2895, 10.5714, 12.5459], [9.8205, 15.3069, 23.4950], [17.2949, 12.0990, 15.0676], [15.5418, 10.4106, 20.5206], [13.7618, 12.4140, 9.7831], [11.1080, 15.1558, 15.2611], [7.6791, 22.6771, 20.9040], [12.8099, 19.1230, 14.0567], [12.4890, 12.6553, 14.1699], [15.4957, 22.0519, 17.0543], [13.4986, 23.4211, 17.4940], [7.2669, 18.5561, 16.3329], [17.7904, 9.8885, 14.4402], [14.3355, 20.5539, 15.5464], [14.9450, 14.4781, 22.6475], [14.0758, 13.2404, 16.1008], [6.3062, 16.4293, 15.9198], [10.7013, 18.6131, 20.6380], [10.0340, 8.0950, 13.3647], [9.4679, 22.6653, 21.2005], [11.3989, 11.6916, 15.2061], [11.6790, 19.3313, 18.2173], [12.0098, 11.9319, 8.2827], [8.2167, 15.7438, 22.7569], [9.1817, 12.7984, 16.9768], [12.0697, 16.3473, 13.1492], [12.5679, 12.4918, 20.6588], [7.4512, 11.6762, 14.7631], [12.1466, 14.8577, 10.5809], [8.7714, 19.2859, 18.2973], [14.8384, 9.1424, 15.2123], [9.9299, 9.2467, 9.9444], [10.8606, 18.1760, 17.6239], [13.9226, 14.7732, 10.8058], [15.7548, 13.7112, 15.8879], [12.3498, 17.7766, 15.1171], [10.5399, 19.2822, 14.1182], [12.1595, 16.5614, 17.1112], [8.6944, 23.2036, 19.6577], [9.6292, 21.4267, 18.1282], [9.8916, 17.4237, 19.6789], [16.9833, 17.3559, 17.6813], [9.2146, 11.0701, 16.5440], [15.8341, 19.8420, 18.0207], [16.2052, 8.0528, 14.7719], [15.4919, 9.1401, 13.5588], [7.3483, 16.3722, 18.0861], [8.7393, 13.1498, 23.6579], [12.8078, 11.7158, 18.1800], [13.0920, 14.6536, 7.9803], [7.1408, 10.6170, 8.1360], [14.7696, 14.3713, 20.8451], [13.3110, 14.6943, 21.8588], [10.7248, 21.1836, 19.5014], [12.8792, 13.9008, 18.1801], [8.9367, 17.9614, 15.8582], [13.1562, 20.3393, 16.5718], [9.7001, 15.1319, 20.8234], [12.7224, 22.1413, 18.3681], [13.4029, 10.2315, 18.9817], [14.0542, 15.1338, 17.7703], [10.2325, 11.1006, 19.9778], [14.3261, 10.9654, 17.8189], [18.0965, 10.1035, 16.7145], [15.8980, 15.9639, 17.8538], [8.1087, 8.7841, 12.3424], [10.8166, 12.4276, 18.9456], [10.8452, 13.1364, 14.3484], [13.0282, 15.3781, 19.1894], [8.7957, 9.8830, 7.9805], [9.4784, 12.2894, 7.8910], [8.9263, 18.5513, 20.6027], [14.7430, 12.9732, 19.3537], [10.8923, 10.7580, 18.3404], [10.1613, 13.6315, 21.6983], [17.0120, 15.9587, 16.5444], [10.9027, 8.7105, 12.2186], [5.9529, 12.3800, 15.2726], [9.4248, 10.5096, 13.6213], [11.5431, 11.8353, 10.0013], [14.5983, 19.3243, 20.7042], [12.4753, 17.6622, 12.0144], [6.7040, 10.9827, 17.1272], [14.7466, 18.0412, 16.7096], [14.7906, 13.5422, 14.4896], [16.2917, 11.6625, 13.6835], [12.8661, 15.1485, 15.3694], [8.9628, 13.8393, 8.4631], [14.5351, 14.2647, 8.5031], [7.7621, 15.7021, 15.3570], [15.0582, 18.0607, 19.4923], [6.8332, 13.9284, 17.6078], [7.6418, 18.1277, 14.6347], [8.5177, 13.8175, 21.0929], [16.4076, 11.7332, 20.5992], [7.3669, 13.3801, 15.2693], [8.3898, 11.2095, 12.4221], [13.3999, 18.1805, 20.0755], [6.7575, 12.7715, 18.7657], [14.1103, 22.8732, 19.1202], [13.6980, 17.0523, 13.1903], [7.3998, 8.8523, 8.2313], [9.1534, 12.5058, 9.6409], [16.5270, 10.0909, 17.0203], [10.5675, 14.4566, 18.3062], [13.4106, 11.0390, 21.2354], [14.7156, 16.6241, 15.7779], [12.7928, 13.6083, 11.6293], [10.1249, 11.0739, 12.0514], [16.7200, 17.6513, 14.7367], [9.9153, 15.7502, 17.5375], [15.4505, 20.9852, 19.3008], [8.8053, 8.0408, 10.3154]],
  "atomic_forces_ev_per_a": [[0.8267, -0.4957, 0.7920], [0.1934, 0.0226, 0.8279], [0.3366, 0.3585, 0.1267], [-0.1280, 0.1783, -0.0348], [-0.5327, -1.6350, 0.3633], [-0.0976, 0.4042, 0.1519], [0.5557, -0.6763, 0.7299], [1.0838, -0.2612, 0.6216], [0.7025, 0.2697, 1.5682], [0.4510, 0.3730, 0.8274], [0.0255, 0.0707, -0.0999], [0.3668, -0.6776, 0.4391], [-1.0230, -0.1590, 0.0808], [-1.4814, -0.1764, -0.4436], [0.2320, -1.0179, -1.0671], [0.1647, 0.0202, -0.0399], [-0.6458, -0.1144, 0.5536], [0.8344, 0.4572, -0.1881], [0.3505, 0.7037, 1.4715], [-0.2984, -0.4348, 1.1999], [1.0514, -1.0263, 0.7490], [-0.7196, 0.9426, 0.2464], [0.4196, -0.5653, 0.0354], [-0.6577, -0.8465, -1.6344], [-0.1233, -0.0256, -0.2265], [1.5499, 0.4569, -0.3429], [-0.3123, 0.0418, -0.5863], [-0.1413, 0.8289, 1.7678], [-0.0588, -1.7120, -0.1505], [-0.4651, -0.8196, 0.0183], [-1.3526, 0.4100, 0.8610], [0.2733, -0.0565, -0.0689], [-0.1612, -0.4164, -0.0247], [0.5838, 0.4057, -1.8162], [-1.0943, -0.9145, -0.5928], [0.0682, 0.5539, 1.0866], [-0.7258, 1.2211, -0.7159], [-0.7467, -0.1652, -0.6687], [-2.0172, 0.1180, -0.1322], [2.2997, 0.0863, -0.5947], [0.2665, 0.7060, 0.6498], [0.4754, -1.0350, 0.8234], [-0.6774, 0.4072, -1.1311], [-0.4572, -0.5298, -0.5392], [0.1205, 0.0723, 0.4204], [-0.7990, -0.0226, -0.6453], [-0.2315, -2.2213, 1.0835], [-0.7531, -1.1815, 0.6378], [-0.5965, 1.5558, 0.3064], [-0.3840, 0.5673, -0.3676], [-1.6294, 1.0301, -1.0694], [0.7409, 0.0349, 0.3793], [-1.3528, 0.5136, -2.2386], [-0.1814, 0.0562, -0.9120], [-2.3834, 0.9545, -0.6698], [0.1868, 0.1927, -1.9988], [0.9548, 0.8366, -0.6145], [-0.4683, 0.6858, -0.2246], [-0.6344, -0.3714, 0.5255], [-1.0832, 0.0516, -0.4636], [0.5822, 0.7311, -0.4739], [-0.3588, 0.2276, 0.1031], [0.0367, -0.0988, -0.2207], [0.1296, 0.7774, -0.2562], [0.1420, 0.0362, 0.2719], [0.2096, -0.4422, 0.3084], [-0.1246, 0.2662, 0.2404], [1.0773, 0.0922, 0.0121], [-0.3028, -0.2304, 0.1027], [0.2607, -0.0295, 0.3565], [0.2210, 0.6271, 0.1689], [-0.3216, -0.2598, -0.0592], [0.8339, 0.0856, -0.0816], [-0.3405, 0.3433, -0.3976], [-0.7025, -0.0971, 0.3265], [-0.4650, 0.0085, 0.0457], [0.0070, 0.3657, -0.1825], [-0.1523, -0.2626, 0.5301], [-0.2615, -0.2964, -0.3627], [0.1978, -0.1066, -0.1654], [0.8304, 0.6393, 0.4767], [0.0750, -0.3843, 0.0457], [0.6207, 0.0674, 0.0946], [0.1541, -0.0904, 0.1264], [0.1128, 0.0841, -0.2469], [0.7886, 0.0327, 0.0423], [0.3984, -0.3728, -0.1985], [0.0934, 0.2397, 0.0891], [-0.3048, -0.6325, -0.4379], [0.7406, 0.0539, -0.1875], [0.1897, 0.5097, 0.2192], [-0.2415, -0.3611, -0.4156], [-0.2526, -0.0876, 0.3506], [-0.0218, -0.3179, 0.2373], [-0.0310, -0.2670, 0.5810], [0.0090, 0.0029, 0.2167], [-0.2767, 0.2380, -0.2672], [0.5262, 0.6746, -0.2213], [0.4383, 0.0993, -0.5683], [0.0076, -0.5017, -0.3318], [0.1508, -0.2665, -0.1036], [-0.1178, -0.0164, -0.2710], [-0.4154, 0.0983, 0.0931], [-0.3691, -0.0641, -0.0405], [0.1048, 0.0942, 0.1224], [-0.0491, 0.2214, -0.5744], [-0.1756, 0.7981, -0.0028], [0.2431, 0.3228, 0.4380], [-0.6032, 0.0985, -0.0266], [0.7289, -0.7219, 0.4940], [-0.1713, 0.1692, 0.5142], [0.2225, -0.0870, 0.0373], [0.2063, 0.0226, 0.2702], [0.3806, 0.1218, 0.4940], [-0.1657, 0.4265, 0.0908], [-0.0322, 0.6049, -0.0230], [0.0119, -0.2478, 0.2314], [0.1789, -0.1484, -0.0552], [-0.2360, 0.5650, 0.2302], [0.2957, 0.1535, -0.3475], [0.4000, -0.0043, -0.2269], [0.8113, 0.2057, -0.9744], [-0.1409, -0.0907, -0.3626], [-0.2327, 0.3328, -0.1006], [-0.3344, 0.0824, 0.0692], [-0.5486, -0.0723, -0.2632], [-0.1283, -0.2506, -0.1695], [-0.1378, 0.1033, 0.0670], [-0.1447, 0.1772, 0.3337], [0.1985, -0.3857, 0.0694], [0.1663, 0.1342, -0.0107], [0.3074, 0.1734, -0.1770], [0.0994, -0.1115, -0.0192], [0.0877, 0.0821, -0.2176], [0.3923, 0.0604, -0.0368], [1.3121, -0.0713, -0.2095], [-0.5712, -0.0567, -0.0287], [0.3761, -0.0253, 0.1825], [-0.3076, 0.2449, 0.1567], [0.2232, -0.0385, 0.0444], [-0.0024, 0.1972, 0.3791], [0.4863, 0.4751, 0.1422], [0.6824, -0.3302, 0.2548], [-0.3668, -0.3666, -0.1929], [0.0910, -0.3255, -0.1974], [0.0212, -0.3924, 0.0870], [0.0067, -0.4682, 0.3465], [0.1713, -0.1446, -0.1287], [0.2406, 0.3477, -0.1594], [0.0107, 0.4316, -0.0159], [0.4223, -0.2270, -0.3440], [0.0847, -0.1467, 0.6432], [0.0796, 0.2876, 0.1798], [0.1528, 0.6996, 0.2894], [0.1153, -0.4891, 0.2066], [0.4735, -0.3214, -0.2288], [0.2775, 0.3449, -0.1555], [0.0351, -0.0298, 0.2924], [0.2979, 0.2386, -0.0649], [-0.0687, -0.1738, -0.4006], [-0.2285, -0.4042, -0.1771], [0.3250, -0.0761, 0.1305], [-0.1418, -0.2114, 0.0919], [-0.2407, 0.0399, 0.0435], [0.0217, 0.6231, 0.2162], [0.4809, -0.1333, -0.2156], [0.2101, -0.0087, 0.1586], [0.1134, -0.0476, 0.1775], [-0.1930, 0.1024, 0.0836], [-0.1379, -0.1738, 0.1496], [-0.0297, 0.0727, 0.4651], [-0.6312, -1.4184, -0.6660]],
  "mulliken_charge": [1.114, -0.352, -0.450, -0.456, -0.570, 0.181, -0.391, -0.290, -0.431, -0.571, 0.055, -0.600, 0.805, -0.667, -0.283, -0.759, -0.680, -0.723, -0.698, -0.615, -1.252, 0.317, -0.380, 0.237, -0.382, -0.287, -0.794, 0.899, -0.908, -0.252, -1.006, -1.353, 0.213, -0.678, 0.056, -0.976, -0.792, -0.415, -1.236, 2.037, -0.689, 0.194, 0.383, 1.154, -0.116, -1.145, 0.344, -0.730, -0.866, -0.803, -0.673, -1.139, 0.888, -0.940, 1.677, 0.102, -0.554, -1.074, -0.232, -0.467, 0.307, 0.240, 0.301, 0.282, 0.686, 0.271, 0.384, 0.123, 0.455, 0.377, 0.314, 0.469, 0.338, 0.340, -0.727, 0.503, 0.251, 0.301, 0.272, 0.185, -0.017, 0.439, 0.252, -0.320, 0.119, -0.125, 0.186, 0.318, 0.034, 0.164, 0.273, 0.029, 0.332, 0.456, -0.570, 0.275, -1.331, 0.335, 0.565, -0.085, 0.330, 0.333, 0.197, 0.374, 0.367, 0.200, 0.299, -0.869, 0.247, 0.229, 0.079, 0.177, 0.322, -0.604, 0.046, 0.081, -0.291, -0.044, 0.601, -0.777, 0.289, -0.516, 0.292, 0.073, 0.320, -0.278, 0.391, 0.651, 0.321, 0.255, 0.484, -0.433, 0.459, 0.152, 0.439, 0.288, 0.418, 0.079, 0.108, 0.370, 0.507, 0.297, -0.666, 0.330, 0.400, -0.254, 0.333, 0.277, 0.146, 0.183, 0.232, 0.450, 0.356, 0.256, 0.004, 0.371, 0.042, 0.320, 0.411, 0.285, 0.344, 0.213, 0.212, -0.573, 0.450, -0.415, 0.078, -0.095, 0.333, -0.166, 0.499, 0.396]
}


(2)
{
  "formula": "H3O2PS4",
  "method": "wB97M-V/def2-TZVPD",
  "e_tot_ha": -2086.41461,
  "smiles": "O[P@@](=S)(OS)SS",
  "e_above_lowest_kj_mol": 1.19,
  "homo_lumo_gap_ev": 9.0,
  "homo_ev": -9.06,
  "e_lumo_ev": -0.039,
  "elements": ["S", "S", "S", "S", "P", "O", "O", "H", "H", "H"],
  "positions_angstrom": [[-0.8547, -1.6058, 0.7268], [1.4359, 1.8629, 0.6713], [0.8690, -0.4976, -2.2466], [0.3321, -1.4192, 2.3864], [-0.2582, -0.0632, -0.6886], [-1.8190, 0.3912, -1.1235], [-0.0063, 1.2073, 0.3019], [-2.0979, 0.2420, -1.9881], [1.0148, -2.6234, 2.4615], [1.3843, 2.5057, -0.5012]],
  "atomic_forces_ev_per_a": [[0.0386, 0.1620, -0.5230], [0.9038, 0.5302, -0.4346], [-0.7526, 0.5696, 1.7349], [0.4426, -0.3036, 0.3525], [-1.7468, 0.1076, -1.2303], [2.4888, -0.0849, 3.4913], [-1.5192, -1.6798, -0.3495], [-0.2276, -0.6128, -2.5094], [-0.4808, 0.7940, -0.6139], [0.8532, 0.5177, 0.0821]],
  "mulliken_charge": [-0.092, -0.032, -0.327, -0.190, 0.760, -0.484, -0.296, 0.324, 0.183, 0.153]
}